Entry w
Density functional theory data (wB97M-V/def2-TZVPD) for a gas-phase ion, C8H15N2 (charge +1).

Last column: Mulliken charge in e.
Element x y z (Å)
C (-1.39, 0.56, -1.11)  -0.30
C (-0.39, -1.85, 0.10)  -0.87
C (-0.97, -0.61, 0.75)  -0.74
C (0.36, -0.58, -0.09)  0.54
C (2.71, -0.60, -0.64)  -1.33
C (1.66, 1.42, 0.75)  -1.02
C (-3.35, 0.31, 0.41)  -0.85
C (1.73, -0.06, 0.40)  -0.02
N (-1.93, 0.10, 0.02)  0.06
N (-0.11, 0.21, -1.28)  -0.18
H (-1.76, 1.09, -1.93)  0.50
H (0.20, -2.50, 0.66)  0.38
H (-0.80, -2.18, -0.84)  0.26
H (-1.10, -0.39, 1.74)  0.55
H (2.53, 0.12, -1.42)  0.43
H (2.57, -1.68, -1.00)  0.28
H (3.65, -0.42, -0.20)  0.43
H (0.81, 1.99, 0.14)  0.21
H (2.68, 1.82, 0.42)  0.33
H (1.44, 1.71, 1.79)  0.31
H (-3.93, -0.57, 0.05)  0.32
H (-3.26, 0.30, 1.49)  0.32
H (-3.69, 1.43, 0.20)  0.34
H (1.85, -0.53, 1.30)  0.65
H (0.46, 0.92, -1.71)  0.41

Computed properties:
SMILES   CC(C)[C@@]12C[C@@H]1N(C)C=[NH+]2
Highest occupied orbital energy   -14.005 eV
Orbital gap   0.3918 hartree
Charge   +1

Entry x
Density functional theory data (wB97M-V/def2-TZVPD) for 2 unconnected molecules or ions with the total composition C8H15N2.

Last column: Mulliken charge in e.
Element x y z (Å)
C (2.93, 1.32, 0.41)  -0.87
C (1.55, 1.59, 0.31)  0.05
C (3.00, -0.05, 0.22)  -0.14
C (-1.28, -0.59, 1.09)  -1.59
C (-1.36, -0.21, -1.39)  -1.34
C (-1.61, 1.76, 0.13)  -1.63
C (1.53, -1.96, -0.25)  -1.12
C (-1.09, 0.37, 0.01)  1.67
N (0.90, 0.45, 0.15)  0.20
N (1.80, -0.56, 0.01)  -0.21
H (3.76, 2.05, 0.59)  0.34
H (1.03, 2.58, 0.46)  0.29
H (3.83, -0.63, 0.24)  0.52
H (-1.15, -0.20, 2.11)  0.41
H (-2.29, -0.82, 1.30)  0.49
H (-0.78, -1.45, 1.05)  0.35
H (-2.36, -0.33, -1.61)  0.49
H (-0.90, 0.31, -2.25)  0.38
H (-0.91, -1.26, -1.59)  0.26
H (-1.63, 2.14, 1.13)  0.42
H (-0.92, 2.37, -0.29)  0.48
H (-2.69, 1.71, -0.27)  0.34
H (1.95, -2.44, 0.56)  0.46
H (0.54, -2.32, -0.06)  0.39
H (1.78, -2.17, -1.21)  0.36

Computed properties:
Highest occupied orbital energy   -13.741 eV
Orbital gap   0.3817 hartree
Charge   +1

Q: Which of them is the most stable? A: entry w.

Entry w
Density functional theory data (wB97M-V/def2-TZVPD) for 2 unconnected molecules or ions with the total composition C2H2N3O.

Last column: Mulliken charge in e.
Element x y z (Å)
C (0.00, -0.68, 0.03)  -0.24
C (-0.15, 0.96, 2.03)  0.26
N (-0.08, -0.29, -1.15)  0.09
N (0.16, -0.43, -2.36)  0.54
N (0.36, -0.28, -3.46)  -0.34
O (0.08, 1.95, 1.56)  -0.06
H (-0.01, -1.71, 0.40)  0.34
H (-0.37, 0.48, 2.95)  0.40

Computed properties:
Highest occupied orbital energy (spin up / spin down)   -13.454 / -13.453 eV
Orbital gap (spin up / spin down)   0.2788 / 0.2787 hartree
Charge   +1

Entry x
Density functional theory data (wB97M-V/def2-TZVPD) for a molecular structure, C2H2N3O.

Last column: Mulliken charge in e.
Element x y z (Å)
C (0.00, 0.01, -1.24)  0.04
C (-0.31, -0.54, 0.97)  0.24
N (0.77, 1.11, -0.71)  0.22
N (0.76, 1.54, 0.33)  0.11
N (-0.37, -0.77, -0.36)  -0.14
O (-0.31, 0.54, 1.48)  -0.26
H (-0.23, -0.16, -2.24)  0.45
H (-0.30, -1.72, 1.77)  0.35

Computed properties:
Highest occupied orbital energy   -16.856 eV
Orbital gap   0.3383 hartree
Charge   +1

Q: Which of them is the most stable? A: entry x.

Entry w
Density functional theory data (wB97M-V/def2-TZVPD) for a gas-phase ion, C2H2N3O (charge +1).

Last column: Mulliken charge in e.
Element x y z (Å)
C (-0.31, -0.63, 0.09)  0.15
C (-1.24, 0.60, 0.15)  0.01
N (0.96, -0.89, -0.04)  -0.34
N (1.84, -0.01, -0.20)  0.79
N (2.74, 0.64, -0.25)  -0.13
O (-2.35, 0.38, -0.17)  -0.26
H (-0.92, -1.57, 0.08)  0.42
H (-0.71, 1.50, 0.34)  0.36

Computed properties:
SMILES   N#[N+]/N=C\C=O
Highest occupied orbital energy   -16.340 eV
Orbital gap   0.3101 hartree
Charge   +1

Entry x
Density functional theory data (wB97M-V/def2-TZVPD) for a gas-phase ion, C2H2N3O (charge +1).

Last column: Mulliken charge in e.
Element x y z (Å)
C (0.61, 0.43, 0.34)  -0.20
C (-0.61, 0.17, -0.29)  0.08
N (1.66, -0.27, -0.03)  0.45
N (2.72, -0.69, -0.12)  -0.26
N (-1.85, 0.12, 0.02)  0.39
O (-2.88, -0.42, 0.08)  -0.23
H (0.73, 0.86, 1.27)  0.42
H (-0.39, -0.20, -1.26)  0.35

Computed properties:
SMILES   N#[N+]/C=C/N=O
Highest occupied orbital energy (spin up / spin down)   -14.653 / -14.594 eV
Orbital gap (spin up / spin down)   0.2514 / 0.2729 hartree
Charge   +1

Entry y
Density functional theory data (wB97M-V/def2-TZVPD) for a gas-phase ion, C2H2N3O (charge +1).

Last column: Mulliken charge in e.
Element x y z (Å)
C (-0.41, -0.81, 0.05)  -0.17
C (-0.61, 0.61, 0.18)  0.07
N (-1.62, -1.26, 0.04)  0.45
N (-2.72, -1.45, 0.02)  -0.30
N (-1.71, 1.13, -0.16)  0.38
O (-2.70, 1.69, 0.02)  -0.21
H (0.45, -1.60, 0.11)  0.36
H (0.13, 1.36, 0.43)  0.42

Computed properties:
SMILES   N#[N+]/C=C\N=O
Highest occupied orbital energy (spin up / spin down)   -14.799 / -14.799 eV
Orbital gap (spin up / spin down)   0.2701 / 0.2701 hartree
Charge   +1

Q: Which of them is the most stable? A: entry w.

Entry w
Density functional theory data (wB97M-V/def2-TZVPD) for 2 unconnected molecules or ions with the total composition CH3PS.

Last column: Mulliken charge in e.
Element x y z (Å)
C (0.46, -0.49, 0.39)  -0.45
P (-1.05, 0.62, 0.31)  0.05
S (0.89, 1.35, 0.45)  -0.11
H (0.92, -0.92, 1.37)  0.30
H (0.46, -0.97, -0.62)  0.28
H (-1.68, 0.41, -1.90)  -0.07

Computed properties:
Highest occupied orbital energy (spin up / spin down)   -8.801 / -8.549 eV
Orbital gap (spin up / spin down)   0.2937 / 0.2871 hartree
Charge   0

Entry x
Density functional theory data (wB97M-V/def2-TZVPD) for a single CH3PS molecule.

Last column: Mulliken charge in e.
Element x y z (Å)
C (0.68, 1.11, -0.65)  -0.25
P (-0.74, 0.11, 0.74)  -0.02
S (0.42, 1.42, -2.13)  -0.19
H (1.67, 1.33, -0.29)  0.33
H (-0.29, -1.07, 0.01)  0.07
H (-1.97, 0.25, 0.17)  0.06

Computed properties:
SMILES   PC=S
Highest occupied orbital energy   -8.322 eV
Orbital gap   0.2985 hartree
Charge   0

Entry y
Density functional theory data (wB97M-V/def2-TZVPD) for 2 unconnected molecules or ions with the total composition CH3PS.

Last column: Mulliken charge in e.
Element x y z (Å)
C (1.25, 0.16, 0.00)  -0.81
P (-3.19, 0.35, -0.02)  0.14
S (-1.67, -0.84, 0.03)  -0.13
H (1.72, -0.50, 0.78)  0.28
H (0.73, -0.43, -0.80)  0.23
H (1.14, 1.26, 0.01)  0.30

Computed properties:
Highest occupied orbital energy (spin up / spin down)   -8.637 / -7.648 eV
Orbital gap (spin up / spin down)   0.2696 / 0.2212 hartree
Charge   0

Entry z
Density functional theory data (wB97M-V/def2-TZVPD) for a single CH3PS molecule.

Last column: Mulliken charge in e.
Element x y z (Å)
C (-0.59, -0.27, 0.43)  -0.18
P (0.89, 0.69, 0.05)  -0.04
S (-2.07, 0.00, -0.17)  -0.20
H (-0.47, -1.01, 1.21)  0.30
H (0.55, 1.00, -1.26)  0.07
H (1.67, -0.41, -0.27)  0.06

Computed properties:
SMILES   PC=S
Highest occupied orbital energy   -8.718 eV
Orbital gap   0.3011 hartree
Charge   0

Q: Which of them is the most stable? A: entry z.

Entry w
Density functional theory data (wB97M-V/def2-TZVPD) for 2 unconnected molecules or ions with the total composition C4H15N2O2.

Last column: Mulliken charge in e.
Element x y z (Å)
N (-1.30, -1.04, -0.74)  -0.27
C (-0.64, -0.54, 0.56)  -0.30
C (0.03, 0.82, 0.17)  0.13
C (-1.00, 1.90, 0.36)  -1.35
O (0.40, 0.71, -1.19)  -0.63
C (0.37, -1.56, 0.98)  -0.68
N (-0.28, -2.78, 1.45)  -0.53
H (-0.61, -1.62, -1.22)  0.39
H (-2.16, -1.57, -0.58)  0.34
H (-1.35, -0.24, -1.39)  0.32
H (-1.46, -0.30, 1.22)  0.52
H (0.83, 0.98, 0.88)  0.43
H (-1.86, 1.78, -0.32)  0.26
H (-1.38, 1.88, 1.38)  0.40
H (-0.68, 2.93, 0.17)  0.38
H (1.13, 1.34, -1.42)  0.39
H (0.94, -1.09, 1.80)  0.30
H (1.16, -1.86, 0.30)  0.50
H (-0.83, -2.74, 2.28)  0.19
H (0.31, -3.59, 1.49)  0.22
H (3.20, 2.16, -1.36)  0.29
H (2.70, 2.41, -2.84)  0.28
O (2.48, 2.02, -1.98)  -0.58

Computed properties:
Highest occupied orbital energy   -13.078 eV
Orbital gap   0.3796 hartree
Charge   +1

Entry x
Density functional theory data (wB97M-V/def2-TZVPD) for 2 unconnected molecules or ions with the total composition C4H15N2O2.

Last column: Mulliken charge in e.
Element x y z (Å)
N (0.12, 1.15, -1.41)  -0.10
C (0.37, 2.03, -0.23)  -0.66
C (0.16, 1.20, 1.06)  -0.56
N (1.07, 0.08, 0.94)  -0.23
C (0.68, -1.27, 1.39)  -0.53
C (0.71, -2.16, 0.16)  -0.66
O (-0.43, -1.98, -0.65)  -0.47
H (0.76, 1.34, -2.18)  0.35
H (-0.87, 1.21, -1.70)  0.42
H (0.13, 0.15, -1.13)  0.10
H (1.32, 2.56, -0.25)  0.41
H (-0.41, 2.79, -0.29)  0.31
H (0.47, 1.89, 1.84)  0.36
H (-0.88, 0.89, 1.18)  0.34
H (2.00, 0.27, 1.28)  0.20
H (1.21, -1.74, 2.22)  0.44
H (-0.41, -1.24, 1.57)  0.22
H (0.91, -3.21, 0.42)  0.49
H (1.65, -1.89, -0.36)  0.30
H (-0.43, -2.66, -1.32)  0.27
H (-2.38, -0.50, -0.61)  0.29
H (-3.33, 0.63, -1.10)  0.28
O (-2.43, 0.45, -0.82)  -0.59

Computed properties:
Highest occupied orbital energy   -12.875 eV
Orbital gap   0.3698 hartree
Charge   +1

Entry y
Density functional theory data (wB97M-V/def2-TZVPD) for 3 unconnected molecules or ions with the total composition C4H15N2O2.

Last column: Mulliken charge in e.
Element x y z (Å)
C (-0.91, -0.82, -1.04)  -0.45
C (-0.57, -1.17, 0.42)  -0.61
C (0.33, -0.18, 1.12)  0.38
C (1.37, -0.25, 1.91)  -0.75
N (-0.37, 1.22, 1.01)  -0.25
N (-1.91, 0.32, -1.07)  -0.66
H (-0.06, -0.66, -1.77)  0.36
H (-1.51, -1.69, -1.44)  0.28
H (-0.44, -2.24, 0.54)  0.44
H (-1.45, -1.12, 1.08)  0.27
H (1.93, -1.14, 2.15)  0.31
H (2.11, 0.54, 2.14)  0.09
H (-0.74, 1.40, 0.05)  0.47
H (0.31, 1.97, 1.26)  0.27
H (-1.21, 1.23, 1.62)  0.38
H (-2.86, -0.06, -0.88)  0.25
H (-1.90, 0.70, -2.03)  0.24
H (2.34, 2.68, 2.10)  0.35
H (1.58, 3.63, 1.14)  0.36
O (1.45, 3.02, 1.87)  -0.71
H (-0.01, -3.28, -3.36)  0.32
H (1.37, -2.61, -3.35)  0.32
O (0.44, -2.45, -3.56)  -0.64

Computed properties:
Highest occupied orbital energy   -13.467 eV
Orbital gap   0.3871 hartree
Charge   +1

Entry z
Density functional theory data (wB97M-V/def2-TZVPD) for 4 unconnected molecules or ions with the total composition C4H15N2O2.

Last column: Mulliken charge in e.
Element x y z (Å)
C (2.80, -1.19, -0.34)  -1.07
C (2.72, 0.34, -0.26)  -0.59
C (1.42, 0.87, 0.34)  -0.53
N (-1.03, 2.12, 0.66)  -0.42
C (-0.97, 1.14, -0.14)  0.09
N (0.24, 0.56, -0.48)  0.14
H (2.26, -1.61, -1.18)  0.30
H (3.83, -1.51, -0.33)  0.35
H (2.19, -1.63, 0.44)  0.28
H (2.92, 0.82, -1.19)  0.37
H (3.52, 0.68, 0.39)  0.37
H (1.49, 1.96, 0.40)  0.45
H (1.20, 0.40, 1.30)  0.36
H (-1.97, 2.54, 0.72)  0.32
H (-1.47, -1.43, -0.92)  0.19
H (-1.65, 0.93, -0.97)  0.40
H (0.18, -0.45, -0.69)  0.01
H (-3.41, -1.16, -0.88)  0.24
H (-4.95, -1.17, -0.57)  0.32
O (-4.16, -0.61, -0.63)  -0.57
H (-0.39, -2.49, 1.64)  0.29
H (-0.67, -1.90, 0.18)  0.11
O (-0.08, -1.87, 0.96)  -0.39

Computed properties:
Highest occupied orbital energy   -14.634 eV
Orbital gap   0.1722 hartree
Charge   +1

Q: Which of them is the most stable? A: entry w.

Entry w
Density functional theory data (wB97M-V/def2-TZVPD) for a single C2H6N2O molecule.

Last column: Mulliken charge in e.
Element x y z (Å)
C (0.26, -1.39, -1.05)  -0.56
C (-0.13, 0.44, 0.30)  0.72
H (1.11, -1.76, -0.42)  0.27
H (-0.73, -1.86, -0.57)  0.25
H (0.25, -1.56, -2.13)  0.23
H (0.42, 2.36, -0.29)  0.20
H (-0.44, 2.23, 1.25)  0.21
H (-0.64, 0.07, 2.15)  0.19
N (0.07, 1.81, 0.43)  -0.43
N (-0.43, -0.37, 1.24)  -0.70
O (0.25, 0.04, -0.90)  -0.37

Computed properties:
SMILES   [H]/N=C(\N)OC
Highest occupied orbital energy   -9.237 eV
Orbital gap   0.3744 hartree
Charge   0

Entry x
Density functional theory data (wB97M-V/def2-TZVPD) for a single C2H6N2O molecule.

Last column: Mulliken charge in e.
Element x y z (Å)
C (0.36, -0.54, -1.16)  -0.78
C (-0.62, 0.17, 0.95)  0.08
H (-0.61, -1.05, -1.25)  0.38
H (0.61, -0.05, -2.16)  0.23
H (1.19, -1.22, -0.84)  0.27
H (1.43, 1.91, -0.23)  0.35
H (-0.34, 0.78, 1.81)  0.37
H (-2.01, -0.84, 1.80)  0.23
N (0.14, 0.51, -0.15)  -0.06
N (-1.52, -0.74, 0.93)  -0.62
O (1.37, 1.09, 0.30)  -0.44

Computed properties:
SMILES   [H]/N=C/N(C)O
Highest occupied orbital energy   -9.189 eV
Orbital gap   0.3695 hartree
Charge   0

Entry y
Density functional theory data (wB97M-V/def2-TZVPD) for a single C2H6N2O molecule.

Last column: Mulliken charge in e.
Element x y z (Å)
C (0.10, -0.37, 1.23)  -0.97
C (-0.18, 0.33, -0.10)  0.38
H (1.35, -0.23, 1.38)  0.24
H (-0.50, -1.36, 1.15)  0.27
H (-0.22, 0.16, 2.10)  0.40
H (-0.93, 1.62, 0.97)  0.26
H (0.00, 0.92, -1.87)  0.34
H (-0.20, -1.66, -1.56)  0.35
N (-0.62, 1.61, -0.06)  -0.71
N (0.52, 0.10, -1.30)  -0.20
O (0.68, -1.12, -1.94)  -0.37

Computed properties:
SMILES   [H]/N=C(\C)NO
Highest occupied orbital energy   -8.931 eV
Orbital gap   0.3372 hartree
Charge   0

Q: Which of them is the most stable? A: entry w.